This record from the Open Molecules 2025 dataset describes a 6-piece molecular cluster, C7H27NO5 overall in a non-equilibrium geometry. The level of theory is ωB97M-V/def2-TZVPD.

The value obtained for the energy above the lowest of the compared OMol25 structures with the same formula, charge and spin is 261.9 kJ/mol. The SMILES is CCCN(CC)CC.O.O.O.O.O. The gap between HOMO and LUMO is 9.439 eV. The value obtained for the total energy is -19422.8163 eV.

XYZ file:
```
40
Properties=species:S:1:pos:R:3:forces:R:3:nbo_charge:R:1
H 2.2984 -2.2792 -1.8214 -0.6842 -1.0699 0.7018 0.211
H -2.0732 2.1913 2.3495 0.1485 -0.0094 0.0066 0.462
H 2.2216 -0.5413 -0.2447 0.2015 -0.1021 -0.3541 0.198
O 2.0078 2.7385 2.1873 0.1758 -0.3784 -0.4078 -0.967
H -0.1398 1.9758 -0.6390 -0.3929 -0.1990 -0.2237 0.208
H -0.6119 -2.4979 -3.4093 -0.2078 -0.0310 0.0030 0.478
H -1.8224 -0.5124 2.6789 -0.2438 -0.0137 -0.7046 0.240
O 2.0022 0.4237 -3.9551 -0.0536 -0.0393 0.1484 -0.949
H -2.0661 -0.4081 -1.1316 0.8870 -0.4466 0.2137 0.210
H -2.5347 1.1235 -1.3461 1.4957 0.4197 0.0870 0.236
H 0.8527 -1.1651 1.7513 0.4260 -0.4575 0.5490 0.193
H 1.1016 0.0797 -1.5346 0.6115 0.3924 0.1803 0.208
H -0.0282 -2.2146 0.0948 0.6739 0.3631 0.2842 0.208
O -2.6535 2.0631 3.1018 -0.5150 -0.0193 0.0143 -0.949
H 0.1726 0.3382 2.5130 0.5230 -0.2550 0.4343 0.196
C -1.3802 -0.9063 1.7517 2.0126 0.6601 0.1019 -0.648
C -0.6484 1.1139 -0.1711 1.2177 2.3390 1.4789 -0.254
N 0.5569 0.4731 0.5071 -2.1059 -1.9188 -1.7133 -0.454
H 1.0581 -3.5234 -2.0414 -0.3965 -0.2510 -0.3352 0.200
C 1.4578 -2.8491 -1.3034 1.0618 1.1547 -0.6425 -0.618
H -1.2342 1.6287 0.5964 0.0058 -0.4090 0.2553 0.183
H -0.9650 0.6184 -2.1421 -0.6315 -0.4295 -0.5328 0.221
C -1.5619 0.5536 -1.2365 -1.3659 -0.0271 -0.6127 -0.664
C 0.1332 -0.3775 1.6977 -1.5070 1.6505 -0.7894 -0.233
C 0.4916 -1.7939 -0.7763 -1.9326 0.3233 -0.1578 -0.455
O -0.0805 2.8253 3.7941 -0.1253 0.5555 0.1930 -0.971
H 1.4302 2.2661 1.5586 0.0809 0.0279 -0.1206 0.498
H 2.4814 0.0729 -4.7118 -0.0806 -0.0314 0.0116 0.471
O -0.7251 -1.7688 -4.0255 0.3519 0.2315 -0.1301 -0.954
H -2.2709 2.6457 3.7665 0.1787 -0.1232 0.0006 0.487
H 0.5836 2.2030 4.1030 -0.0709 0.0217 -0.0101 0.472
H -1.8736 -0.6183 0.8236 -0.3555 -0.1508 0.6313 0.213
H -1.6575 -1.7101 -4.2497 -0.0180 -0.1320 0.1085 0.480
H 1.2770 -0.1947 -3.7989 -0.0073 -0.0268 -0.2303 0.480
H 0.4550 3.4838 3.3186 -0.1071 -0.4472 0.1909 0.496
H 1.8236 -3.4835 -0.4859 0.2636 0.3718 -0.2319 0.215
H -1.3164 -1.9729 1.8295 -0.3481 -0.7134 -0.0570 0.203
H 2.5055 1.9977 2.5512 0.2339 0.1706 0.0470 0.467
H -0.4588 -1.5908 -1.3844 1.7727 -0.4889 0.0840 0.209
C 1.1914 -0.4078 -0.5661 -1.1731 -0.5115 1.5280 -0.228
```
Forces are in eV/Å.

This record from the Open Molecules 2025 dataset describes a 10-piece molecular cluster, C29H61F10N2O26P4 overall in a non-equilibrium geometry. The level of theory is ωB97M-V/def2-TZVPD.

The gap between HOMO and LUMO is 9.611 eV. As for the net charge: -1. The value obtained for the total energy is -151621.3985 eV.

XYZ file:
```
132
Properties=species:S:1:pos:R:3:forces:R:3:lowdin_charge:R:1
H -2.9343 0.1886 -3.3397 0.1999 0.3034 -0.0614 0.063
H -2.7797 -3.3641 1.5648 -0.2771 -0.0945 0.2044 0.064
H 1.0070 -4.0286 -2.9396 0.3850 -1.0968 0.0612 0.142
C 7.2549 -1.8050 -2.2238 4.0582 -1.5971 -0.9700 -0.547
H 7.4279 -2.7780 4.7125 0.3273 -0.5898 0.1089 0.087
C -3.9576 -1.7401 1.0464 1.6153 0.7626 0.3609 -0.403
H -0.5204 3.4157 2.7625 -0.0857 -0.8612 0.9365 0.104
H 0.5574 -3.3307 3.1208 -0.5430 0.5115 0.3766 0.141
H -1.5478 1.9095 -2.7439 -0.2134 0.0865 1.0227 0.062
O -2.7382 2.5062 4.6183 -0.8471 0.4336 -1.4337 -0.211
H 6.3571 -4.2256 4.2212 0.4567 0.0421 0.3614 0.094
H -0.6441 1.8511 1.7439 -0.1429 0.0055 0.5952 0.072
H -0.7088 3.5017 1.1834 -0.6172 -0.1229 -0.8056 0.072
H -0.0231 -0.1235 -3.0169 0.0521 0.3694 0.1080 0.063
O -4.6809 3.9058 -1.6322 0.9197 2.1351 -0.9542 -0.226
C 4.2587 -1.2221 2.8182 -0.2872 -1.3037 0.5545 -0.444
F -0.1055 -1.6845 -0.8406 0.2152 0.8186 0.3120 -0.160
O 7.1057 -0.8789 -3.1482 0.5133 1.1489 -0.7585 0.101
O 3.8884 2.7839 -1.4074 0.1406 -0.4384 -1.3618 0.083
H -1.7835 -0.7149 -9.0751 0.3569 0.7603 0.1810 0.083
H -6.0623 4.4444 2.4749 0.5620 0.8075 -0.3637 0.094
C 3.2732 -4.7234 -0.7232 1.4721 0.3796 0.5107 -0.528
F 0.2896 -5.5866 -0.9806 -0.5145 -1.5509 -0.2337 0.104
H -2.9218 -1.6847 -8.3659 -0.4728 0.1043 0.6627 0.081
C 3.2363 2.8522 -0.1671 1.2828 -1.2372 1.6732 -0.083
H 3.3011 1.8870 0.3352 0.1866 0.0226 0.0975 0.116
O -0.0868 -0.8158 -4.9203 -0.8063 0.4181 -1.2951 -0.234
O 1.2111 -1.5656 5.8210 -0.3478 -0.1140 -0.8927 0.120
C 5.0747 -1.3684 -2.2879 -0.7997 2.5020 0.7478 -0.380
O -0.0146 1.1095 -6.6664 -2.0991 -1.5415 1.3052 -0.259
C 4.5113 -2.1820 1.6513 1.8582 -1.1819 0.4865 -0.045
C 5.3194 -1.1729 3.9060 0.5430 -0.3226 0.4022 -0.194
H -5.8317 2.1913 -1.7004 -0.3792 0.6085 -0.1017 0.093
H -6.8848 -1.3122 3.4443 0.0048 0.2434 0.4461 0.087
O -2.2078 0.6511 -5.2442 1.6905 -0.2038 -0.4779 -0.238
H 5.3580 -0.2303 -4.0055 0.1994 0.4483 0.0584 0.154
P -0.8844 0.0739 -6.0036 0.9733 0.6745 -1.6215 0.485
H 3.3778 -1.5480 3.3713 -0.1714 0.1941 -0.1751 0.095
H -2.0214 -2.3848 0.5689 -0.0920 0.4668 -0.1680 0.023
P -3.1853 3.4804 3.3818 -1.4282 -1.5924 0.6532 0.467
H -3.5341 -1.1760 1.8774 -0.5484 0.1208 0.7197 0.103
O 6.0658 -2.1236 -1.7310 -0.3537 -1.8597 1.9273 0.174
H -4.7634 0.1222 0.1920 0.3297 0.0567 0.0155 0.064
H 2.1791 -2.9753 3.5794 0.0707 -0.1382 0.1205 0.115
H -3.9567 -0.1858 -4.7258 -0.0600 -0.2075 0.1321 0.094
F 1.5462 -1.7902 0.8045 -0.2724 0.3739 -0.2423 -0.143
N -2.9329 -2.7769 0.7574 -0.7570 -0.2698 -0.6025 0.044
O 1.0515 -3.2508 7.3903 0.5638 1.1944 -3.6623 0.114
F 1.7962 -0.3826 -1.0101 0.2084 -0.2742 0.2982 -0.150
H -6.5504 0.2834 2.7037 -0.2755 -0.1053 -0.3932 0.081
H 1.4720 -0.7695 -3.5787 0.1527 0.2192 -0.4079 0.077
C -5.4547 3.6546 2.0331 -2.5291 -0.2931 -0.0911 -0.134
H 0.3569 -3.7990 -0.1279 -0.0415 -0.2088 -0.1330 0.136
H -3.0249 -0.2831 -0.2939 -0.1022 0.3456 0.2183 0.068
H -5.6720 -2.8072 0.4116 0.5645 -0.4659 -0.4119 0.126
H -3.3469 6.5507 0.6426 -0.3639 -0.3777 0.0031 0.096
H -6.2420 2.9205 1.8616 -0.0348 -0.1598 -0.7956 0.081
C 1.8334 3.2112 -0.4653 1.0536 0.4272 -0.4559 -0.275
O 1.7588 2.9219 -1.8386 -2.1005 0.1035 0.0135 0.134
O -3.5418 4.9699 -3.7634 0.1297 -0.0058 1.8382 -0.234
H 3.3046 -0.2218 1.5910 -0.5036 0.9595 -0.4379 0.024
H -5.2216 -0.7446 3.1309 0.0458 -0.1021 0.1130 0.073
O 2.1394 -4.7404 0.0635 0.2461 -0.6139 -0.2816 0.101
C -2.7821 5.8692 0.0065 0.8240 1.0301 0.5572 -0.100
C 1.1485 -2.8915 3.9244 1.6285 -0.5910 0.4027 -0.030
H -4.9680 3.8869 1.0859 0.3697 0.1444 0.3312 0.076
F -0.1218 0.6778 -0.4908 -1.2120 -0.6038 -0.8270 -0.153
O -1.4984 -1.0563 -7.0356 0.5303 0.7818 1.3791 -0.245
C 1.1266 -2.8803 6.2140 -0.9649 -0.9298 2.5172 -0.496
O -3.0544 4.9121 3.6774 0.4334 -0.7312 -0.2846 -0.229
H -2.6895 4.8800 0.4547 -0.3798 -0.0910 -0.3654 0.062
H 3.7304 3.6429 0.3976 -0.1891 -0.2807 0.2393 0.151
O 4.4351 -4.9349 -0.3958 -3.1818 0.1194 -0.2292 0.125
H -2.4571 0.6958 3.4504 -0.1924 0.4828 -0.1623 0.073
C -4.0311 -0.6400 -0.0740 -0.2657 -2.1537 0.2952 -0.028
F -0.5031 -0.8495 1.2451 0.0234 0.0568 -0.2650 -0.155
C -1.5663 2.9863 -2.9123 1.2479 -0.2376 -0.6165 -0.092
C 0.8948 -1.4655 4.4084 2.2259 -1.7655 0.1013 -0.328
C -2.3670 -0.7702 -8.1561 0.6722 -0.6146 -0.1525 -0.089
C 0.9627 -4.4822 -0.7232 1.4603 2.6000 0.2023 -0.319
H -4.4230 2.1376 -0.7526 0.5462 -0.3960 -0.2689 0.068
C -1.0294 2.8409 1.9888 1.1920 1.2331 -0.6264 -0.099
H 5.1328 -0.4590 4.7082 -0.9434 0.0847 -0.0783 0.125
H -1.5819 0.8508 4.9557 0.1159 0.2499 -0.1390 0.076
O -4.7500 3.0378 3.0552 3.8358 -0.3816 1.3613 -0.232
H 5.8938 0.6243 -2.4904 -0.1953 0.0534 -0.1200 0.145
C 0.6478 -0.1212 -3.8760 -0.6536 -0.5705 0.6970 -0.064
O -6.3268 -1.4471 1.5180 -0.4421 1.4614 0.7977 -0.189
H 1.4539 -0.6744 3.9087 0.4810 -0.1056 0.4388 0.162
H -2.0261 3.0447 -3.8989 -0.2578 0.7486 0.2041 0.080
H 1.0383 2.7231 0.0984 0.0180 0.2725 -0.3061 0.134
H 3.8604 -2.2064 0.7774 -0.5213 0.4433 0.5297 0.062
H 4.6904 -3.2202 1.9311 -0.3894 -0.1683 0.2453 0.081
O -3.3021 5.9673 -1.3116 -0.5153 -1.3117 -1.6182 -0.210
H 4.8371 0.1556 1.6379 0.3085 0.6564 -0.3241 0.071
F 1.8755 4.5730 -0.2844 -1.5721 0.7274 -0.2359 0.053
H 6.8120 -2.9798 3.0697 0.0956 -0.0633 -0.1303 0.075
H -2.5748 -1.2238 -4.2909 0.1968 0.0521 -0.3535 0.092
P -3.4068 4.7059 -2.3105 -0.6078 -0.4444 0.8070 0.484
C -6.2446 -0.7616 2.7550 -0.0042 -0.3702 0.3368 -0.088
O 3.1698 2.5668 -3.5828 -0.6360 0.2516 3.5523 0.123
C -2.5311 1.0757 4.4694 0.7890 -0.2164 0.4542 -0.085
O 2.9309 -4.3086 -1.9363 -0.6481 0.1485 -1.5528 0.056
H 5.4936 -1.9204 1.2581 0.2727 0.2581 -0.2979 0.080
O 8.3557 -2.3100 -2.0192 -3.0388 0.7783 0.4360 0.132
O -2.4339 2.8398 2.1159 -0.9318 0.4073 0.3219 -0.235
F -0.3607 -1.2166 4.1969 -3.3441 1.0879 0.3697 0.103
O -2.1448 3.7932 -1.8636 -1.1631 0.0508 -0.9288 -0.218
H -1.7925 6.3248 -0.0289 0.2468 -0.2695 0.0386 0.092
H 0.9634 0.8921 -4.1245 0.0560 -0.1952 -0.3090 0.085
C -5.3153 -2.3792 1.3484 -0.1324 -0.3895 -2.3833 -0.231
O 1.0256 -3.6913 5.1353 0.0613 0.7179 0.1342 0.072
C -4.7948 2.5272 -1.7003 -0.5168 -1.6784 0.7717 -0.142
C 6.5985 -3.1673 4.1220 -0.6521 0.5291 -0.2629 -0.099
C -2.9300 -0.1956 -4.3598 -0.8639 -0.2523 0.1895 -0.112
N 4.0290 0.0595 2.2361 -0.3785 0.7605 -0.0996 0.056
C 1.5416 -3.8359 -2.0094 0.8728 0.0639 0.8770 -0.001
F 4.2903 -2.0043 -3.1527 -0.7461 -1.7108 -0.7223 0.104
C 5.8159 -0.3248 -3.0208 0.3261 1.1035 -1.2208 -0.056
H 4.4260 -0.8642 -1.5716 -0.0801 -0.7349 0.6191 0.161
H -3.2354 0.4530 5.0210 -0.5931 0.5847 -0.0726 0.088
H 1.5839 -2.7471 -2.0378 0.0442 -0.0395 0.8203 0.095
H -0.5317 3.3239 -2.9726 -0.0413 -0.1751 -0.2674 0.086
H -4.3840 2.0155 -2.5707 0.5858 0.3550 -0.0226 0.082
H 6.2815 -0.7852 3.5711 0.3958 -0.3812 -0.6459 0.121
C 2.9489 2.7258 -2.3782 1.8324 -0.0733 -3.1911 -0.523
H -3.0058 0.1009 -8.0103 0.0920 -0.1198 0.0593 0.090
O 5.4362 -2.4521 4.5208 -0.0194 0.1725 -0.2996 -0.192
F 1.2990 0.4905 1.0740 1.5431 0.3019 1.3722 -0.143
H -4.3820 -1.1798 -0.9536 -0.1404 0.2283 -0.3819 0.077
H -5.3843 -3.2433 2.0093 0.5464 0.2709 0.8374 0.126
P 0.6531 -0.6005 0.1305 -0.7664 -0.3397 -0.5714 0.197
```
Forces are in eV/Å.

This record from the Open Molecules 2025 dataset describes one molecule with the formula C4H8O3. The level of theory is ωB97M-V/def2-TZVPD.

The value obtained for the energy above the lowest of the compared OMol25 structures with the same formula, charge and spin is 142.9 kJ/mol. The SMILES is O=C(CO)CCO. The gap between HOMO and LUMO is 10.667 eV. The value obtained for the total energy is -10419.5222 eV.

XYZ file:
```
15
Properties=species:S:1:pos:R:3:forces:R:3:nbo_charge:R:1
C -0.3808 0.8722 -0.0015 -0.3351 0.1264 -0.0859 0.585
H 0.5308 0.7434 -1.9250 -0.0762 -0.0717 0.1526 0.240
H 1.6036 0.2094 -0.6032 -0.1360 0.0549 -0.0501 0.232
O 0.8533 -2.0325 -0.2249 -0.0275 -0.3034 0.0766 -0.723
H -0.9511 -1.3227 -0.9780 0.1370 -0.0064 -0.0670 0.177
H -1.8566 1.2512 1.6979 0.0805 -0.0205 0.1383 0.485
C 0.0224 1.1145 1.4402 0.2259 -0.0806 -0.1098 -0.167
H 0.5141 -2.9357 -0.2598 0.0979 0.1631 0.0641 0.475
H 0.3136 -1.5624 -2.1890 0.1374 -0.0218 0.1633 0.168
O -1.5161 1.1562 -0.3360 0.3988 -0.1654 0.0839 -0.568
H 0.7761 0.3846 1.7569 -0.1606 0.0633 -0.0261 0.198
O -1.1001 1.0396 2.2713 -0.1528 0.1789 0.0210 -0.707
C 0.5718 0.2123 -0.9691 0.0252 0.0476 -0.0280 -0.531
H 0.4883 2.1181 1.4733 0.0208 -0.1854 -0.0161 0.187
C 0.1307 -1.2480 -1.1532 -0.2354 0.2209 -0.3169 -0.050
```
Forces are in eV/Å.

> What is the gap between HOMO and LUMO in the first record?

9.439 eV

> Which of these has the lowest gap between HOMO and LUMO?

C7H27NO5

> Look up the gap between HOMO and LUMO of the first one.

9.439 eV